No. 1
# C33H41N7O11

7 unconnected molecules or ions with the total composition C33H41N7O11 in a non-equilibrium geometry (ωB97M-V/def2-TZVPD, the Open Molecules 2025 dataset).

Each line ends with the Mulliken charge.
Element x y z (Å)
C 14.4307 11.2592 8.2353  -0.64
C 15.6653 11.8199 8.0794  -0.32
C 16.6766 11.0864 7.3961  -0.32
C 16.3599 9.8568 6.9598  0.49
C 15.1695 9.1785 7.2330  -0.85
C 14.1990 9.9256 7.9079  -0.27
N 17.3229 9.1541 6.1311  1.10
O 16.9749 8.1553 5.6248  -0.65
O 18.4189 9.6923 5.9646  -0.60
H 13.5747 11.7605 8.7929  0.26
H 15.8197 12.8021 8.4588  0.55
H 17.5979 11.6439 7.1301  0.46
H 14.9609 8.1210 7.0318  0.41
H 13.2328 9.4540 8.1528  0.37
C 18.6095 14.5514 14.4247  -0.91
C 17.8890 15.2123 13.3826  -0.75
C 17.2822 14.4308 12.4233  -0.14
C 17.3471 13.1016 12.5255  0.34
C 18.0032 12.4193 13.5380  -0.71
C 18.6972 13.1765 14.4367  -0.35
N 16.6177 12.3382 11.5441  1.38
O 17.0138 11.2214 11.2063  -0.66
O 15.5099 12.8490 11.2409  -0.64
H 19.1752 15.0637 15.2206  0.44
H 17.7086 16.3196 13.3835  0.42
H 16.8489 14.8741 11.5341  0.50
H 18.0433 11.3329 13.6367  0.47
H 19.2130 12.6272 15.2206  0.58
C 23.4689 14.1541 10.1998  -0.79
C 22.4171 14.1795 11.1045  -0.40
C 21.0924 14.3056 10.6956  -0.21
C 20.8924 14.2340 9.3343  0.25
C 21.9135 14.2092 8.3436  -0.72
C 23.1993 14.1978 8.8065  -0.21
N 19.4743 14.0700 8.9112  1.12
O 19.3669 14.0674 7.7008  -0.66
O 18.5816 13.8196 9.7153  -0.34
H 24.4942 14.0726 10.4731  0.45
H 22.6393 14.0540 12.1424  0.48
H 20.2553 14.2759 11.3739  0.32
H 21.6923 14.0484 7.3002  0.46
H 24.0537 14.0871 8.0537  0.28
C 21.3835 8.4605 17.0891  -0.44
C 21.6815 9.7034 17.7476  -0.42
C 21.8517 10.8442 16.9916  -0.50
C 21.8190 10.7348 15.5872  0.11
C 21.4842 9.5871 14.9478  -0.36
C 21.2528 8.4393 15.7237  -0.59
N 21.9264 11.9659 14.7540  1.15
O 22.0539 11.8663 13.5581  -0.60
O 22.0520 13.0158 15.3779  -0.62
H 21.2664 7.6431 17.7486  0.42
H 21.4687 9.7893 18.8419  0.30
H 21.9583 11.7552 17.5605  0.42
H 21.4399 9.5204 13.8833  0.68
H 20.9726 7.5492 15.2072  0.47
C 20.3739 9.1219 11.2680  0.29
O 20.4917 8.5372 12.3325  -0.70
N 19.3604 8.7431 10.3818  0.26
C 18.5321 7.6117 10.7754  -1.13
C 19.0633 9.4452 9.2301  -0.89
H 20.8548 10.0690 10.8895  0.22
H 17.5278 7.8145 10.3767  0.33
H 18.4230 7.6506 11.8318  0.40
H 18.9271 6.6633 10.5022  0.33
H 19.7819 10.1049 8.8027  0.39
H 18.8754 8.7065 8.3348  0.27
H 18.1375 9.9905 9.2870  0.18
C 16.7984 16.7270 8.9328  0.16
O 16.4803 16.5689 10.0720  -0.58
N 17.7436 17.7594 8.5812  0.13
C 18.1819 17.8643 7.2171  -1.03
C 18.2971 18.5816 9.6224  -0.88
H 16.4455 16.1697 7.9858  0.23
H 17.9010 18.8088 6.7799  0.35
H 17.7345 17.0800 6.6575  0.33
H 19.2312 17.7211 7.1461  0.38
H 17.5419 19.2568 9.9932  0.31
H 18.6321 18.0181 10.5516  0.20
H 19.1224 19.1418 9.1936  0.39
C 14.0824 15.3384 15.0102  0.25
O 14.4048 14.4909 15.8082  -0.60
N 12.8408 15.4645 14.4684  0.02
C 12.5436 16.5342 13.4291  -0.81
C 11.8658 14.3247 14.4853  -0.88
H 14.6762 16.2618 14.8311  0.26
H 13.3654 17.2494 13.4582  0.29
H 11.6708 17.0958 13.7315  0.32
H 12.3911 15.9557 12.4575  0.26
H 12.0683 13.6651 15.3143  0.32
H 10.9012 14.8141 14.7565  0.33
H 11.7659 13.7645 13.4975  0.25

Force components x, y, z for each atom (eV/Å):
-1.975 -0.186 1.646
0.682 -0.737 -0.778
-0.465 3.385 0.721
-0.312 -1.849 -0.334
-1.012 0.609 1.012
-0.097 -0.886 -0.646
1.687 2.754 0.574
-0.602 -2.881 -1.370
-0.332 -0.430 0.066
1.465 -0.290 -0.863
0.430 0.592 0.073
-0.554 -0.936 0.258
0.494 0.649 -0.280
0.600 0.324 -0.143
0.148 1.311 -0.427
0.500 0.510 1.738
0.096 2.402 -0.629
0.472 -2.560 0.265
0.139 -0.576 -0.700
-0.046 -0.394 0.905
-2.377 -0.589 -0.218
-0.458 1.433 0.108
1.987 -1.337 -0.268
-0.581 0.137 -0.611
0.580 -1.216 -0.071
-0.296 0.063 0.301
-0.265 0.340 -0.418
0.099 0.436 0.028
-1.105 0.197 -1.534
0.614 0.280 0.175
0.864 -0.765 -0.736
-0.498 0.299 -0.015
-1.163 -0.372 1.070
1.838 -0.417 -0.208
0.758 -0.705 -0.373
-1.271 0.157 -0.221
0.839 0.562 -0.719
0.474 -0.093 0.587
0.014 0.121 0.537
-0.040 0.086 0.120
-0.182 0.272 0.046
-1.296 0.321 1.262
0.582 2.364 0.704
-1.381 -0.887 -0.276
0.049 -0.253 0.291
-0.656 1.118 0.541
0.220 -0.977 0.587
0.309 0.165 -0.168
1.619 0.346 1.465
-0.494 -0.129 -0.407
-0.507 -0.271 -0.491
-0.362 -1.083 0.114
0.828 -0.139 -1.012
0.121 0.362 -0.598
-0.203 0.055 -0.429
-0.087 -0.541 -0.227
-2.702 -0.157 -1.281
1.007 0.535 -0.351
2.557 -0.620 2.785
-0.989 1.753 -0.364
-1.761 -1.326 -3.984
0.236 -0.806 0.659
0.283 -0.466 -0.186
0.044 -0.149 0.971
0.303 -0.770 -0.521
1.081 0.520 0.357
0.429 1.061 1.565
-0.498 0.383 0.331
2.275 2.310 -2.177
-0.750 -0.635 0.735
-2.029 -2.796 0.460
-0.330 0.388 0.638
0.297 -0.519 0.999
0.292 0.459 1.409
-0.033 0.455 -0.256
-0.499 -0.660 -0.589
1.155 0.020 -0.121
-0.238 0.521 0.097
-0.210 0.293 -1.353
0.117 0.088 0.183
-0.903 1.134 0.773
0.429 -0.537 -0.230
-0.870 -0.315 -1.672
0.552 -2.332 0.614
-0.488 1.466 -0.262
0.214 -0.410 -0.238
0.141 -0.261 -0.540
-0.482 -0.148 -0.091
0.283 1.376 0.967
0.491 -0.274 -0.025
0.352 -0.551 -0.549
0.352 0.820 1.219

Computed properties:
LUMO level   -0.62 eV
SMILES   O=[N+]([O-])c1ccccc1.O=[N+]([O-])c1ccccc1.O=[N+]([O-])c1ccccc1.O=[N+]([O-])c1ccccc1.CN(C)C=O.CN(C)C=O.CN(C)C=O
Multiplicity   1
Max |F|   0.089 Eh/bohr
Orbital gap   8.3 eV



No. 2
# C3H10NO4

3 unconnected molecules or ions with the total composition C3H10NO4 in a non-equilibrium geometry (ωB97M-V/def2-TZVPD, the Open Molecules 2025 dataset).

Each line ends with the Mulliken charge.
Element x y z (Å)
O -2.1725 0.5891 -0.7663  -0.73
C -1.3994 0.0552 0.0374  0.64
N -0.2460 0.6025 0.4171  -0.22
C 0.0551 2.2658 0.5179  -0.09
O 0.3478 2.6065 1.7173  -0.79
C -1.7745 -1.3435 0.5174  -1.06
H 0.2425 0.1056 1.1597  0.19
H -0.8939 2.6286 0.0814  0.23
H 0.9029 2.3272 -0.1976  0.08
H -0.9218 -1.8952 0.9240  0.34
H -2.4865 -1.1847 1.3354  0.30
H -2.1798 -1.9019 -0.3162  0.25
H 2.1640 -1.8465 -0.6509  0.34
H 0.7519 -1.6649 -0.3917  0.34
O 1.4043 -2.3824 -0.3816  -0.70
H 1.5526 0.7330 -0.8629  0.32
H 2.3688 0.1714 -2.0510  0.30
O 2.2844 0.1342 -1.0894  -0.73

Force components x, y, z for each atom (eV/Å):
-0.089 0.163 0.127
-0.392 -0.062 -1.108
0.458 -0.026 0.501
-0.050 -0.469 0.676
-0.081 -0.068 -0.004
0.669 0.353 0.734
-0.113 0.294 -0.023
0.148 -0.013 -0.221
-0.069 0.232 -0.436
-0.067 0.033 0.054
-0.145 -0.342 -0.278
-0.356 -0.007 0.019
0.071 -0.151 0.124
-0.131 -0.279 0.089
-0.053 0.258 -0.120
-0.107 -0.169 0.130
-0.107 0.117 0.248
0.412 0.136 -0.514

Computed properties:
Charge   -1
LUMO level   3.50 eV
Multiplicity   1
Max |F|   0.023 Eh/bohr
Orbital gap   7.2 eV



No. 3
# C5H15NO

2 unconnected molecules or ions with the total composition C5H15NO in a non-equilibrium geometry (ωB97M-V/def2-TZVPD, the Open Molecules 2025 dataset).

Each line ends with the Mulliken charge.
Element x y z (Å)
C 1.5932 0.5867 -1.8545  -0.99
C 0.5726 -0.5194 -2.1328  -0.64
C -0.4859 -0.6569 -1.0392  -0.33
C 0.0906 -1.1822 0.2866  -0.67
N -0.4676 -0.4689 1.4201  0.11
C 0.3810 0.1255 2.3878  -0.84
H 1.0434 1.5401 -1.8067  0.31
H 2.3885 0.6142 -2.5894  0.35
H 1.9884 0.4971 -0.8394  0.25
H 0.0027 -0.2797 -3.0321  0.36
H 1.0262 -1.4884 -2.3310  0.34
H -0.9703 0.3098 -0.9141  0.22
H -1.2530 -1.3309 -1.3870  0.33
H -0.0723 -2.2553 0.4608  0.35
H 1.1577 -1.0125 0.3498  0.43
H -1.3398 -0.8416 1.7973  0.34
H -0.1870 0.8310 3.0068  0.34
H 0.7605 -0.6278 3.0737  0.40
H 1.1824 0.6566 1.8971  0.35
H -1.7419 1.9438 0.7990  0.29
H -3.0891 1.3697 1.2099  0.33
O -2.5802 2.1892 1.2373  -0.61

Force components x, y, z for each atom (eV/Å):
-1.069 0.108 0.604
-0.066 0.146 -0.134
-0.027 -0.130 -0.474
0.212 0.457 0.479
0.242 -1.766 0.447
-0.511 1.514 0.307
0.332 -0.091 -0.440
0.088 0.123 0.053
0.490 -0.209 -0.162
0.137 0.041 -0.112
0.225 -0.078 0.104
0.025 0.158 0.242
-0.339 -0.255 0.004
-0.308 0.169 -0.211
0.243 0.064 -0.195
-0.275 0.399 -0.306
-0.005 -0.129 -0.120
0.225 -0.471 0.054
0.400 -0.058 -0.081
-0.602 0.489 0.159
-0.283 0.228 -0.014
0.868 -0.711 -0.203

Computed properties:
Charge   +1
LUMO level (alpha / beta)   -3.41 / -7.97 eV
Multiplicity   2
Max |F|   0.036 Eh/bohr
Orbital gap (alpha / beta)   11.8 / 7.3 eV



No. 4
# C28H47CsF4N5OSbTe

A molecular structure, C28H47CsF4N5OSbTe in a non-equilibrium geometry (ωB97M-V/def2-TZVPD, the Open Molecules 2025 dataset).

Each line ends with the Mulliken charge.
Element x y z (Å)
Cs -0.9223 -0.4718 -0.0205  0.67
C -0.3218 -4.5617 1.9183  -1.24
C 0.6474 -3.4962 2.3973  -0.39
N 1.4635 -2.9261 1.3416  0.86
C 2.1289 -1.7217 1.8038  -0.83
C 2.7773 -0.9292 0.6787  -0.35
C 2.3614 -3.8822 0.7067  -1.52
C 1.8632 -4.4544 -0.6205  -0.61
N 1.6513 -3.3820 -1.5576  -0.25
C 1.2641 -3.6603 -2.7739  0.11
C 0.9895 -2.5539 -3.6609  0.19
F 1.1144 -1.3003 -3.1546  -0.17
C 0.5726 -2.6938 -4.9491  0.11
F 0.3355 -1.5701 -5.6697  -0.35
C 0.3617 -3.9306 -5.5578  -0.89
C 0.6155 -5.0153 -4.7405  0.14
F 0.4436 -6.2624 -5.2479  -0.36
C 1.0415 -4.9136 -3.4354  0.65
F 1.2712 -6.0873 -2.7756  -0.37
H -1.0095 -4.8266 2.7240  0.42
H 0.1901 -5.4714 1.6028  0.34
H -0.9108 -4.2031 1.0731  0.24
H 1.2853 -3.9254 3.2016  0.25
H 0.0865 -2.6794 2.8596  0.32
H 2.8746 -1.9358 2.5979  0.06
H 1.3613 -1.1050 2.2817  0.37
H 3.8186 -1.1952 0.4852  0.39
H 2.7552 0.1328 0.9215  0.06
H 2.2477 -1.1099 -0.2570  -0.03
H 2.5896 -4.7029 1.4113  0.37
H 3.3102 -3.3829 0.4999  0.47
H 0.9589 -5.0534 -0.4492  0.30
H 2.6316 -5.1751 -0.9477  0.36
H 0.0287 -4.0239 -6.5777  0.48
C -3.1379 2.1219 -2.7112  -0.92
Te -1.5401 0.9496 -3.4893  0.20
C -2.7294 -0.8081 -3.7023  -0.96
H -3.5333 1.6697 -1.8042  0.24
H -3.9208 2.2276 -3.4578  0.37
H -2.7268 3.1000 -2.4722  0.26
H -3.4085 -0.7090 -4.5449  0.34
H -3.2872 -0.9774 -2.7832  0.34
H -2.0520 -1.6417 -3.8740  0.21
C -5.3474 -1.0859 3.0223  -1.56
Sb -3.2243 -0.2762 2.4488  0.68
C -2.9972 -0.0935 4.5877  -1.39
C -4.3475 1.4989 1.8669  -1.40
H -5.9247 -0.4275 3.6788  0.38
H -5.1983 -2.0526 3.5169  0.31
H -5.9058 -1.2487 2.0933  0.30
H -3.7406 0.6144 4.9552  0.34
H -2.0014 0.2442 4.8611  0.36
H -3.2162 -1.0738 5.0147  0.44
H -4.8297 1.9175 2.7520  0.36
H -5.1296 1.1958 1.1678  0.44
H -3.6844 2.2397 1.4223  0.27
C 2.3990 3.2969 0.2580  -0.32
N 1.4142 3.5568 -0.7717  0.23
C 0.0842 3.8849 -0.2784  -0.95
C 1.5985 3.2744 -2.0819  0.55
O 0.6869 3.2123 -2.9007  -0.72
N 2.9310 3.0136 -2.4842  0.20
C 3.0191 2.3967 -3.7938  -0.77
C 3.8972 4.0837 -2.3212  -1.11
H 1.9016 2.7802 1.0797  -0.55
H 2.8070 4.2284 0.6687  0.22
H 3.2036 2.6783 -0.1292  0.50
H 0.1377 4.7613 0.3722  0.29
H -0.3214 3.0741 0.3347  0.17
H -0.5739 4.0822 -1.1184  0.29
H 2.3777 1.5211 -3.8373  0.18
H 4.0525 2.0811 -3.9514  0.32
H 2.7245 3.0790 -4.6009  0.28
H 3.7771 4.5878 -1.3670  0.35
H 3.7986 4.8359 -3.1184  0.35
H 4.9100 3.6773 -2.3616  0.36
N -1.2709 0.8400 2.2570  -0.41
C -0.8982 1.9019 2.9362  -0.50
C 0.5024 2.2283 3.1020  -0.39
C 0.9607 3.3618 3.7287  0.01
C 0.0806 4.2908 4.2925  -0.77
C -1.2807 3.9810 4.2282  -0.55
C -1.7596 2.8479 3.6114  0.00
H 1.2009 1.4853 2.7178  0.15
H 2.0357 3.5297 3.7920  0.33
H 0.4394 5.1851 4.7886  0.30
H -2.0022 4.6556 4.6879  0.35
H -2.8265 2.6716 3.6026  0.21

Force components x, y, z for each atom (eV/Å):
0.714 -0.622 -0.768
-0.083 -0.089 -0.006
0.108 -0.012 0.136
-0.179 -0.007 -0.013
-0.011 0.099 0.238
0.087 0.101 -0.160
0.010 -0.028 0.041
0.094 -0.112 0.122
0.007 -0.069 0.076
-0.040 0.296 -0.113
-0.047 -0.084 0.154
0.045 -0.025 -0.056
-0.034 0.014 -0.071
-0.056 0.118 -0.101
0.036 0.101 0.066
0.036 -0.015 0.110
-0.010 -0.105 -0.059
-0.025 -0.017 -0.129
-0.005 -0.069 0.062
0.006 0.009 0.009
0.038 -0.006 -0.001
-0.001 0.054 0.010
-0.032 0.026 -0.065
-0.044 -0.001 -0.054
-0.031 -0.054 -0.053
0.016 0.061 -0.025
-0.010 -0.091 0.108
0.004 0.114 -0.024
-0.086 0.037 -0.065
-0.014 -0.027 -0.060
-0.006 0.020 -0.027
-0.033 0.062 0.005
-0.004 0.041 -0.022
-0.007 -0.028 -0.020
-0.017 0.015 -0.006
0.249 0.058 -0.210
-0.024 0.051 0.017
-0.026 0.005 0.018
-0.045 0.018 0.027
0.001 0.029 0.008
-0.043 -0.036 0.013
-0.036 -0.051 0.002
0.031 -0.039 -0.011
0.185 -0.057 -0.145
-0.357 0.247 0.514
-0.086 -0.073 -0.028
0.010 -0.111 -0.023
-0.037 0.042 0.056
-0.099 -0.030 0.020
-0.079 -0.039 0.018
-0.023 0.026 0.037
0.064 -0.010 -0.009
0.029 0.007 0.067
-0.002 0.036 0.022
-0.008 0.025 -0.045
-0.005 0.040 -0.036
-0.012 -0.007 0.180
0.010 0.024 -0.012
-0.048 0.019 0.095
0.080 -0.053 -0.308
-0.112 0.072 0.132
-0.103 0.034 0.138
0.035 -0.085 -0.085
-0.040 0.081 0.025
0.052 -0.012 0.017
0.023 -0.027 -0.039
0.002 -0.004 -0.017
0.026 0.025 -0.039
0.006 -0.076 -0.044
0.020 0.002 -0.015
-0.034 -0.018 -0.013
-0.019 0.002 0.004
0.009 0.006 0.017
-0.042 -0.001 0.034
0.012 0.000 0.000
-0.006 -0.025 -0.013
-0.087 0.081 0.214
-0.017 -0.039 0.187
0.109 -0.251 -0.054
0.095 0.104 0.027
0.075 0.074 0.035
-0.096 0.154 0.084
-0.058 0.036 -0.107
0.027 0.073 -0.003
-0.026 0.006 0.016
-0.014 -0.008 -0.006
0.043 0.004 0.001
-0.035 -0.033 0.000

Computed properties:
Charge   -2
LUMO level   3.71 eV
Multiplicity   1
Max |F|   0.024 Eh/bohr
Orbital gap   4.2 eV



Listing energy relative to the best compared isomer or geometry (same formula, charge and spin) for the structures above in their given order: 59.3 209.5 74.7 0.0 kJ/mol.